# C51H63AsBaBrGeN3O2Si2

C51H63AsBaBrGeN3O2Si2 as an isolated structure at a distorted geometry (the ωB97M-V functional and the def2-TZVPD basis, OMol25).

2S+1 = 2
HOMO (alpha / beta) = -0.1682 / -0.1683 hartree
Kohn-Sham gap (alpha / beta) = 6.426 / 5.094 eV
charge = -1

Each line ends with the Mulliken spin population.
Geometry (Å):
Ba (0.4550, 0.2368, -0.4586)  0.00
C (3.0225, -2.7101, 4.5716)  0.00
C (3.2431, -2.5174, 3.2168)  0.00
C (2.4710, -1.5944, 2.5177)  0.02
C (1.4835, -0.8680, 3.1616)  -0.04
C (1.2689, -1.0477, 4.5230)  0.00
C (2.0362, -1.9666, 5.2201)  0.00
N (0.7427, 0.0734, 2.3322)  -0.02
N (-0.0012, 0.8044, 2.9892)  0.00
C (-0.7285, 1.8545, 2.3238)  -0.02
C (-1.4717, 2.6390, 3.2151)  0.00
C (-2.2416, 3.6880, 2.7390)  0.00
C (-2.2247, 3.9769, 1.3752)  0.00
C (-1.4195, 3.2288, 0.5173)  -0.01
C (-0.6785, 2.1058, 0.9393)  0.09
H (3.6077, -3.4378, 5.1225)  0.00
H (4.0054, -3.0834, 2.6918)  0.00
H (2.6386, -1.4387, 1.4579)  0.00
H (0.4949, -0.4743, 5.0128)  0.00
H (1.8612, -2.1129, 6.2792)  0.00
H (-1.4328, 2.4084, 4.2758)  0.00
H (-2.8418, 4.2799, 3.4188)  0.00
H (-2.8286, 4.7967, 0.9916)  0.00
H (-1.3876, 3.5165, -0.5367)  0.00
C (-0.7438, -6.1425, 1.9164)  0.00
Si (-1.2192, -4.4028, 1.3748)  0.00
C (-3.0934, -4.3500, 1.3265)  0.00
C (-0.6722, -3.3385, 2.8227)  0.00
C (-0.5548, -3.8081, -0.1832)  0.00
C (0.9072, -3.6656, -0.3054)  0.00
C (1.8282, -4.7355, -0.1453)  0.00
C (3.1716, -4.5679, -0.4066)  0.00
C (3.6371, -3.3114, -0.8015)  0.00
C (2.7039, -2.3010, -0.8720)  -0.01
N (1.3961, -2.4462, -0.6283)  0.01
Si (-1.3043, -4.4688, -1.7097)  0.00
C (-1.6450, -6.3225, -1.5895)  0.00
C (-2.9527, -3.6754, -2.1291)  0.00
C (-0.1415, -4.2718, -3.1560)  0.00
H (-1.3273, -6.4475, 2.7938)  0.00
H (0.3174, -6.1850, 2.1918)  0.00
H (-0.9159, -6.8750, 1.1195)  0.00
H (-3.5185, -4.6555, 2.2918)  0.00
H (-3.4974, -5.0182, 0.5550)  0.00
H (-3.4501, -3.3373, 1.1021)  0.00
H (-1.1955, -3.6336, 3.7423)  0.00
H (-0.8573, -2.2693, 2.6622)  0.00
H (0.4064, -3.4583, 3.0012)  0.00
H (1.4360, -5.7041, 0.1432)  0.00
H (3.8561, -5.4064, -0.3205)  0.00
H (4.6793, -3.1193, -1.0286)  0.00
H (3.0418, -1.2891, -1.1177)  0.00
H (-2.3213, -6.5545, -0.7566)  0.00
H (-0.7095, -6.8755, -1.4250)  0.00
H (-2.1052, -6.7040, -2.5123)  0.00
H (-3.3629, -3.1407, -1.2701)  0.00
H (-3.6885, -4.4223, -2.4580)  0.00
H (-2.8209, -2.9453, -2.9343)  0.00
H (0.8890, -4.5171, -2.8719)  0.00
H (-0.1460, -3.2425, -3.5273)  0.00
H (-0.4335, -4.9428, -3.9732)  0.00
O (-0.1256, 2.8424, -2.7799)  0.00
H (0.7344, 3.2148, -2.9972)  0.00
H (-0.1688, 1.9813, -3.2410)  0.00
O (-1.3118, -1.2359, 0.0721)  -0.01
H (-1.7129, -1.2770, 0.9509)  0.00
H (-1.0656, -2.2888, -0.1294)  0.00
Br (0.0719, -0.2678, -3.3149)  0.00
C (-5.2019, -0.4007, -3.0476)  0.00
As (-3.6232, 0.0694, -1.9730)  0.00
C (-4.6269, 0.6127, -0.3706)  0.00
C (-3.3020, 1.8789, -2.7632)  0.00
C (-4.4689, 2.8110, -2.8525)  0.00
C (-5.2509, 2.8974, -4.0064)  0.00
C (-6.3453, 3.7521, -4.0740)  0.00
C (-6.6831, 4.5458, -2.9839)  0.00
C (-5.9096, 4.4761, -1.8298)  0.00
C (-4.8164, 3.6213, -1.7682)  0.00
H (-5.9174, 0.4217, -3.1001)  0.00
H (-5.6791, -1.2683, -2.5897)  0.00
H (-4.8874, -0.6758, -4.0560)  0.00
H (-5.4751, 1.2556, -0.6123)  0.00
H (-3.9602, 1.1349, 0.3219)  0.00
H (-4.9911, -0.2941, 0.1155)  0.00
H (-2.8758, 1.6686, -3.7433)  0.00
H (-2.5108, 2.3189, -2.1555)  0.00
H (-4.9886, 2.2868, -4.8648)  0.00
H (-6.9336, 3.8008, -4.9837)  0.00
H (-7.5357, 5.2133, -3.0336)  0.00
H (-6.1568, 5.0933, -0.9732)  0.00
H (-4.2100, 3.5796, -0.8676)  0.00
C (2.4564, 3.9790, 4.4741)  0.03
C (2.2097, 4.7748, 3.3619)  -0.02
C (2.3103, 4.2434, 2.0811)  0.04
C (2.6661, 2.9024, 1.8837)  0.04
C (2.9257, 2.1221, 3.0185)  -0.03
C (2.8257, 2.6507, 4.2996)  -0.02
Ge (2.6443, 2.0961, 0.0774)  0.65
C (2.7377, 3.6267, -1.1481)  0.07
C (1.6736, 4.5394, -1.1930)  0.03
C (1.7166, 5.6411, -2.0391)  -0.02
C (2.8183, 5.8397, -2.8659)  0.02
C (3.8776, 4.9413, -2.8326)  -0.01
C (3.8383, 3.8415, -1.9811)  0.03
C (4.3377, 1.1246, -0.1706)  0.08
C (4.6065, 0.5677, -1.4285)  0.03
C (5.7896, -0.1178, -1.6719)  -0.01
C (6.7204, -0.2721, -0.6501)  0.02
C (6.4646, 0.2669, 0.6062)  -0.01
C (5.2818, 0.9612, 0.8475)  0.04
H (2.3560, 4.3906, 5.4713)  0.00
H (1.9253, 5.8121, 3.4883)  0.00
H (2.1124, 4.8874, 1.2345)  0.01
H (3.2026, 1.0794, 2.9133)  0.00
H (3.0151, 2.0154, 5.1574)  0.00
H (0.7961, 4.3794, -0.5751)  0.01
H (0.8819, 6.3311, -2.0644)  0.00
H (2.8470, 6.6877, -3.5388)  0.00
H (4.7371, 5.0910, -3.4745)  0.00
H (4.6808, 3.1601, -1.9601)  0.01
H (3.8852, 0.6712, -2.2346)  -0.02
H (5.9800, -0.5348, -2.6539)  0.00
H (7.6426, -0.8100, -0.8330)  0.00
H (7.1855, 0.1454, 1.4061)  0.00
H (5.1121, 1.3899, 1.8265)  0.01

Atomic forces in eV per Å
-0.04 -1.41 -1.64
-0.09 0.06 0.03
-0.05 0.07 -0.08
0.14 -0.03 -0.10
-0.10 0.19 -0.35
-0.03 0.02 0.06
0.04 -0.02 -0.08
0.58 -0.39 0.42
-0.67 0.77 0.43
-0.08 0.07 -0.10
-0.01 -0.14 0.11
0.06 -0.07 -0.05
0.15 -0.02 0.06
-0.16 -0.28 0.12
-0.01 1.13 0.73
-0.02 0.05 -0.02
-0.07 0.04 0.03
0.00 -0.04 0.09
-0.01 0.01 0.01
-0.01 -0.01 -0.01
-0.05 0.00 -0.05
0.01 0.00 0.02
0.09 -0.03 0.02
-0.05 -0.08 0.11
0.09 -0.34 0.03
-0.11 -0.12 0.42
-0.34 -0.04 -0.03
0.09 0.13 0.24
0.52 0.34 -0.30
0.19 0.11 0.15
-0.21 0.10 -0.05
-0.03 0.08 -0.01
0.01 -0.15 0.09
-0.11 0.18 0.00
0.37 -0.30 -0.01
-0.12 -0.18 -0.08
-0.05 -0.35 -0.02
-0.26 0.02 -0.15
0.21 0.04 -0.27
0.07 0.01 -0.06
-0.11 -0.02 -0.01
0.02 0.06 0.13
0.07 0.04 -0.13
0.02 0.13 0.12
0.01 -0.12 0.03
0.08 0.03 -0.10
0.01 -0.16 0.06
-0.21 0.03 -0.02
0.04 0.04 -0.03
-0.05 0.04 0.02
-0.07 -0.02 0.03
-0.14 -0.25 -0.05
0.09 -0.02 -0.14
-0.15 0.05 -0.01
0.07 0.05 0.13
-0.02 0.00 -0.05
0.10 0.12 0.04
-0.03 -0.01 0.09
-0.10 -0.01 -0.08
0.04 -0.06 0.03
0.02 0.10 0.04
-0.12 0.10 0.12
0.01 -0.06 -0.06
0.08 0.00 0.04
-1.18 -0.84 0.80
-0.09 0.08 -0.15
0.08 -0.22 0.07
0.01 -0.26 -1.31
-0.05 0.00 -0.03
-0.08 0.19 -0.09
0.03 0.05 0.04
-0.14 0.04 0.12
0.07 -0.08 0.01
-0.04 0.00 0.02
0.05 0.00 0.07
0.07 -0.07 0.00
0.02 -0.04 -0.07
-0.02 0.04 0.02
-0.01 -0.04 0.01
0.01 -0.01 -0.02
-0.01 0.01 0.03
0.02 -0.02 0.01
-0.03 -0.05 -0.05
0.01 0.01 0.01
0.03 0.04 -0.07
0.03 -0.01 -0.04
-0.02 0.02 0.04
0.02 0.00 0.03
0.03 -0.03 0.00
0.01 -0.02 -0.02
-0.05 -0.01 -0.05
0.01 -0.06 -0.09
0.04 -0.12 -0.04
0.07 -0.18 0.09
-0.18 -0.12 0.21
0.04 0.16 -0.09
-0.03 0.07 -0.11
2.00 2.22 1.13
-0.32 0.05 -0.26
0.18 0.01 -0.04
0.10 -0.08 0.02
0.00 -0.09 0.07
-0.08 0.01 0.06
-0.08 0.09 0.04
-0.04 -0.31 -0.16
0.11 0.05 0.12
0.01 0.03 0.09
-0.09 0.06 0.05
-0.10 0.01 -0.08
0.06 -0.09 -0.20
0.01 0.00 -0.01
0.00 0.00 0.00
-0.02 -0.03 0.02
-0.06 0.02 -0.01
0.00 0.02 -0.02
0.03 -0.05 -0.06
0.01 -0.01 -0.01
0.00 0.00 0.01
0.00 0.01 0.00
-0.04 0.00 -0.02
-0.01 0.00 0.00
-0.01 0.01 0.03
-0.01 0.00 0.01
0.00 0.01 -0.03
-0.02 0.00 -0.02